1 | Computed, not measured: an isolated molecule of C2H4FN, with wB97M-V/def2-TZVPD.

Summary:
Kohn-Sham gap = 11.6683 eV
molecular weight = 61.06 Da
structure (SMILES) = [H]/N=C(/C)F
LUMO level = 1.09 eV

Geometry as ORCA input:
```
! RIJCOSX wB97M-V def2-TZVPD def2/J DEFGRID3
* xyz 0 1
C 0.244 0.219 -0.334
C -0.630 -0.600 0.517
N 0.922 1.143 0.078
F 0.295 -0.294 -1.660
H -1.539 -0.476 -0.082
H -0.627 -0.238 1.467
H -0.160 -1.561 0.506
H 1.495 1.808 -0.493
*
```

=====

2 | Computed, not measured: an isolated molecule of C2H4FN, with wB97M-V/def2-TZVPD.

Summary:
Kohn-Sham gap = 12.2492 eV
molecular weight = 61.06 Da
structure (SMILES) = [H]/N=C(/C)F
LUMO level = 1.00 eV

Geometry as ORCA input:
```
! RIJCOSX wB97M-V def2-TZVPD def2/J DEFGRID3
* xyz 0 1
C 0.634 -0.639 0.269
C -0.545 0.146 -0.094
N 1.797 -0.259 0.049
F 0.173 -1.863 0.956
H -1.223 -0.501 -0.633
H -0.070 0.974 -0.728
H -0.951 0.346 0.968
H 2.480 -0.987 0.238
*
```

=====

Pick 1: it beats the second-best structure by 1.5 kcal/mol.

=====

1 | Computed, not measured: a cluster of 2 separate species, C2H4FN in total, with wB97M-V/def2-TZVPD.

Summary:
Kohn-Sham gap = 11.1112 eV
molecular weight = 61.06 Da
LUMO level = 0.55 eV

Geometry as ORCA input:
```
! RIJCOSX wB97M-V def2-TZVPD def2/J DEFGRID3
* xyz 0 1
C 0.799 0.146 0.052
C -0.524 -0.450 0.145
N 1.055 1.240 0.602
F 1.674 -0.646 -0.626
H -0.558 -0.839 -0.841
H -1.372 0.233 0.419
H -0.464 -1.132 0.986
H 2.526 1.643 0.533
*
```

=====

2 | Computed, not measured: an isolated molecule of C2H4FN, with wB97M-V/def2-TZVPD.

Summary:
Kohn-Sham gap = 12.1121 eV
molecular weight = 61.06 Da
structure (SMILES) = [H]/N=C(/C)F
LUMO level = 1.02 eV

Geometry as ORCA input:
```
! RIJCOSX wB97M-V def2-TZVPD def2/J DEFGRID3
* xyz 0 1
C -0.200 0.380 0.367
C 0.301 -0.816 -0.426
N -0.831 1.273 -0.197
F 0.212 0.357 1.694
H -0.096 -1.675 0.008
H 1.473 -1.015 -0.282
H 0.247 -0.573 -1.559
H -1.106 2.070 0.395
*
```

=====

Pick 2: it beats the second-best structure by 47.5 kcal/mol.

=====

1 | Computed, not measured: a cluster of 2 separate species, C4H16N2O2 in total, with wB97M-V/def2-TZVPD.

Summary:
Kohn-Sham gap = 11.7999 eV
molecular weight = 124.18 Da
LUMO level = -6.62 eV

Geometry as ORCA input:
```
! RIJCOSX wB97M-V def2-TZVPD def2/J DEFGRID3
* xyz 2 1
C 0.583 -0.695 1.642
O 1.447 -0.729 0.528
C -0.811 -0.447 1.131
C -0.855 0.881 0.331
C -1.075 0.791 -1.175
N 0.219 0.545 -1.945
N -1.777 -0.462 2.272
H 0.738 -1.589 2.249
H 0.897 0.143 2.289
H 2.345 -0.978 0.777
H -0.988 -1.240 0.413
H 0.136 1.282 0.481
H -1.483 1.636 0.804
H -1.428 1.767 -1.500
H -1.852 0.078 -1.413
H 0.992 0.672 -1.288
H 0.284 1.039 -2.830
H 0.252 -0.464 -2.092
H -2.727 -0.710 1.981
H -1.520 -1.106 3.029
H -1.809 0.462 2.713
H 2.418 -0.511 -3.439
H 3.399 0.096 -2.464
O 2.613 -0.462 -2.494
*
```

=====

2 | Computed, not measured: a cluster of 3 separate species, C4H16N2O2 in total, with wB97M-V/def2-TZVPD.

Summary:
Kohn-Sham gap = 9.9037 eV
molecular weight = 124.18 Da
LUMO level = -6.57 eV

Geometry as ORCA input:
```
! RIJCOSX wB97M-V def2-TZVPD def2/J DEFGRID3
* xyz 2 1
C -0.182 -0.275 -1.509
C -0.728 0.690 -0.463
C -1.839 0.153 0.352
C -3.110 0.542 0.239
N -4.121 -0.044 1.135
N 1.324 -0.324 -1.601
H -0.597 -1.285 -1.394
H -0.561 0.061 -2.483
H 0.032 1.008 0.283
H -0.842 1.770 -0.711
H -1.500 -0.545 1.128
H -3.444 1.049 -0.651
H -5.042 0.273 0.815
H -4.150 -1.060 1.006
H -4.027 0.156 2.133
H 1.643 0.588 -1.938
H 1.697 -0.586 -0.673
H 1.541 -0.940 -2.387
H 4.037 1.557 1.349
H 5.458 1.207 1.052
O 4.575 1.080 0.713
H 3.199 -1.884 0.631
H 2.052 -2.129 1.492
O 2.317 -1.531 0.783
*
```

=====

Pick 1: it beats the second-best structure by 7.2 kcal/mol.

=====

1 | Computed, not measured: a structure of composition ClN2O2, with wB97M-V/def2-TZVPD.

Summary:
Kohn-Sham gap = 8.6110 eV
molecular weight = 95.47 Da
LUMO level = 3.50 eV

Geometry as ORCA input:
```
! RIJCOSX wB97M-V def2-TZVPD def2/J DEFGRID3
* xyz -1 1
N -0.664 -0.761 0.265
N 0.055 0.220 -0.018
O 1.263 0.295 -0.168
O -0.716 1.225 -0.108
Cl 0.723 -2.507 0.082
*
```

=====

2 | Computed, not measured: a cluster of 2 separate species, ClN2O2 in total, with wB97M-V/def2-TZVPD.

Summary:
Kohn-Sham gap (spin up / spin down) = 6.7189 / 7.0488 eV
molecular weight = 95.47 Da
LUMO level (spin up / spin down) = 3.95 / 4.04 eV

Geometry as ORCA input:
```
! RIJCOSX wB97M-V def2-TZVPD def2/J DEFGRID3
* xyz -1 1
N 1.431 0.593 0.647
N -0.634 -0.255 -0.021
O -0.905 -1.343 0.548
O -1.365 0.545 -0.546
Cl 2.529 -0.116 -0.305
*
```

=====

Pick 1: it beats the second-best structure by 46.1 kcal/mol.

=====

1 | Computed, not measured: an isolated molecule of C2H3N3O3, with wB97M-V/def2-TZVPD.

Summary:
Kohn-Sham gap = 11.5441 eV
molecular weight = 117.06 Da
structure (SMILES) = [H]/N=c1\oc(=O)on1N
LUMO level = 0.67 eV

Geometry as ORCA input:
```
! RIJCOSX wB97M-V def2-TZVPD def2/J DEFGRID3
* xyz 0 1
C 0.733 0.376 1.099
C -0.665 -0.711 -0.249
H -1.413 0.810 -2.307
H -0.197 -0.214 -2.339
H -1.324 -2.514 -0.555
N -0.473 0.597 -1.958
N -0.421 0.625 -0.613
N -1.142 -1.627 -0.943
O 0.786 1.024 -0.025
O 1.281 0.589 2.207
O 0.031 -0.768 0.906
*
```

=====

2 | Computed, not measured: an isolated molecule of C2H3N3O3, with wB97M-V/def2-TZVPD.

Summary:
Kohn-Sham gap = 10.4761 eV
molecular weight = 117.06 Da
structure (SMILES) = Nc1nc(=O)n(O)o1
LUMO level = 0.28 eV

Geometry as ORCA input:
```
! RIJCOSX wB97M-V def2-TZVPD def2/J DEFGRID3
* xyz 0 1
C -1.271 -0.078 -0.131
C 0.707 0.853 -0.066
H -2.688 1.003 0.394
H -3.034 -0.717 0.599
H 2.108 -0.666 0.931
N -2.602 0.032 0.137
N -0.587 1.119 -0.066
N 0.846 -0.599 -0.494
O 1.721 1.433 0.108
O 1.757 -1.306 0.250
O -0.553 -1.144 -0.080
*
```

=====

Pick 2: it beats the second-best structure by 6.8 kcal/mol.

=====

1 | Computed, not measured: an isolated molecule of C2H3N3O3, with wB97M-V/def2-TZVPD.

Summary:
Kohn-Sham gap = 9.5050 eV
molecular weight = 117.06 Da
structure (SMILES) = O=c1c(O)n[nH]n1O
LUMO level = 0.04 eV

Geometry as ORCA input:
```
! RIJCOSX wB97M-V def2-TZVPD def2/J DEFGRID3
* xyz 0 1
C 1.216 -0.185 -0.210
C 0.112 0.772 -0.038
H 2.555 1.030 -0.064
H -0.816 -1.981 0.709
H -2.652 0.896 0.341
N 0.768 -1.407 -0.317
N -0.636 -1.429 -0.111
N -1.007 -0.082 0.209
O 2.482 0.095 -0.025
O -2.228 0.306 -0.346
O 0.208 1.985 -0.149
*
```

=====

2 | Computed, not measured: a cluster of 2 separate species, C2H3N3O3 in total, with wB97M-V/def2-TZVPD.

Summary:
Kohn-Sham gap (spin up / spin down) = 7.4516 / 8.2752 eV
molecular weight = 117.06 Da
LUMO level (spin up / spin down) = -1.41 / -1.05 eV

Geometry as ORCA input:
```
! RIJCOSX wB97M-V def2-TZVPD def2/J DEFGRID3
* xyz 0 1
C -1.715 0.391 0.117
C -0.992 -1.612 -0.298
N -0.820 1.020 0.689
N 0.327 -1.436 -0.126
N -1.220 -1.768 -1.607
O 0.080 1.009 1.466
O 1.004 -0.952 -1.014
O -0.499 -1.232 -2.454
H -2.464 -0.183 0.682
H -2.045 0.827 -0.735
H -1.335 -2.173 0.447
*
```

=====

Pick 1: it beats the second-best structure by 151.8 kcal/mol.